Entry 1:
# C12H24N2O3

A structure of composition C12H24N2O3 (the ωB97M-V functional and the def2-TZVPD basis, the OMol25 dataset).

ORCA input file:
```
! RIJCOSX wB97M-V def2-TZVPD def2/J DEFGRID3
* xyz 0 1
C 0.792 -0.527 -2.071
C -0.214 -1.365 -1.222
C 1.532 0.530 -1.381
C 2.354 0.085 -0.153
C 2.359 1.257 -2.429
C 3.469 0.253 -2.967
C -1.910 -0.773 0.827
C -3.155 -1.018 0.041
C -2.123 0.523 1.704
C -1.043 0.787 2.660
C -0.293 -0.508 3.015
C -1.632 1.535 4.019
H -0.530 -0.930 -3.433
H -0.803 0.756 -3.117
H 1.450 -1.428 -2.466
H 0.733 1.309 -0.909
H 1.981 -0.311 0.878
H 2.950 0.891 0.178
H 3.104 -0.649 -0.431
H 1.842 1.631 -3.264
H 2.901 2.130 -2.167
H 3.962 0.759 -3.831
H 2.918 -0.669 -3.232
H 4.227 -0.172 -2.203
H -0.593 0.486 -0.649
H -1.767 -1.647 1.492
H -3.115 0.105 2.142
H -2.579 1.321 1.162
H -0.174 1.469 2.385
H 0.175 -0.125 4.210
H 0.729 -0.629 2.073
H -1.085 -1.703 2.946
H -2.921 0.789 4.016
H -0.840 1.045 5.122
H -1.431 2.953 3.847
H -2.517 -2.454 -1.260
N -0.076 0.016 -3.240
N -0.694 -0.498 -0.222
O -0.370 -2.573 -1.478
O -4.252 -0.757 0.479
O -3.358 -1.896 -1.073
*
```

Properties
Molecular weight, g/mol: 244.33
E_LUMO, eV: 0.18
Strongest force on any atom, eV Å⁻¹: 5.468


Entry 2:
# C12H24N2O4

The molecule C12H24N2O4 (the ωB97M-V functional and the def2-TZVPD basis, the OMol25 dataset).

ORCA input file:
```
! RIJCOSX wB97M-V def2-TZVPD def2/J DEFGRID3
* xyz 0 1
C -2.829 -0.164 -2.257
O -3.524 -0.707 -1.160
C -4.253 0.228 -0.396
C -3.400 1.052 0.578
H -4.061 1.734 1.114
H -2.672 1.650 0.027
C -2.667 0.165 1.587
N -1.638 -0.614 0.947
C -0.348 -0.582 1.286
O 0.134 0.046 2.215
C 0.515 -1.425 0.340
O 0.040 -1.971 -0.644
N 1.789 -1.484 0.737
H 2.037 -0.863 1.498
C 2.842 -2.038 -0.075
C 3.835 -0.966 -0.535
C 3.127 0.224 -1.179
O 2.564 0.992 -0.142
C 1.896 2.180 -0.519
C 1.667 2.951 0.777
H 1.092 2.331 1.460
H 1.129 3.875 0.582
H 2.619 3.184 1.245
C 0.563 1.907 -1.223
H 0.709 1.369 -2.157
H -0.068 1.310 -0.570
H 0.067 2.849 -1.441
H 2.547 2.760 -1.198
H 2.356 -0.136 -1.875
H 3.846 0.836 -1.749
H 4.531 -1.410 -1.247
H 4.398 -0.595 0.323
H 3.372 -2.811 0.491
H 2.354 -2.502 -0.937
H -1.900 -1.166 0.135
H -2.175 0.775 2.350
H -3.384 -0.505 2.075
H -4.971 -0.371 0.172
H -4.810 0.904 -1.060
H -2.315 -0.998 -2.731
H -3.523 0.296 -2.971
H -2.089 0.582 -1.951
*
```

Properties
Molecular weight, g/mol: 260.33
E_LUMO, eV: 0.92
Strongest force on any atom, eV Å⁻¹: 0.509
SMILES: COCCCNC(=O)C(=O)NCCCOC(C)C


Entry 3:
# C12H24N2O6

A cluster of 2 separate species, C12H24N2O6 in total (the ωB97M-V functional and the def2-TZVPD basis, the OMol25 dataset).

ORCA input file:
```
! RIJCOSX wB97M-V def2-TZVPD def2/J DEFGRID3
* xyz 0 1
C 4.242 0.639 -0.535
C 3.505 -0.152 -1.786
O 2.485 -1.110 -1.278
C 1.147 -0.618 -1.641
O 0.935 0.457 -0.617
C 0.952 -0.369 0.636
O 1.273 0.166 1.819
O 0.579 -1.788 0.323
C 0.009 -1.680 -1.029
O -1.229 -0.920 -1.259
C -2.327 -1.352 -0.381
C -3.332 -0.024 -0.233
C -4.037 -0.200 1.270
C -4.568 -0.018 -1.310
C -4.157 -0.424 -2.844
C -5.135 1.545 -1.359
H 4.191 -0.009 0.443
H 3.651 1.650 -0.361
H 5.351 0.905 -0.817
H 2.927 0.674 -2.399
H 4.329 -0.689 -2.441
H 0.921 -0.259 -2.731
H -0.013 -2.747 -1.515
H -2.906 -2.310 -0.752
H -1.989 -1.592 0.734
H -2.706 0.988 -0.286
H -4.400 -1.336 1.311
H -4.993 0.474 1.337
H -3.264 -0.042 2.136
H -5.429 -0.710 -0.925
H -4.248 -1.585 -2.959
H -5.003 0.039 -3.548
H -3.144 0.022 -3.225
H -5.107 1.960 -0.263
H -4.408 2.157 -2.063
H -6.234 1.475 -1.800
C 5.411 0.941 3.306
O 5.752 1.162 2.154
N 6.069 0.086 4.108
N 4.346 1.534 3.875
H 5.803 -0.109 5.058
H 6.877 -0.382 3.718
H 3.822 2.186 3.305
H 4.049 1.365 4.821
*
```

Properties
Molecular weight, g/mol: 292.33
E_LUMO, eV: 0.87
Strongest force on any atom, eV Å⁻¹: 9.533
SMILES: CCO[C@@H]1OC(=O)O[C@H]1OC[C@H](C)C(C)C.NC(N)=O


Entry 4:
# C12H24NO15

A cluster of 5 separate species, C12H24NO15 in total (the ωB97M-V functional and the def2-TZVPD basis, the OMol25 dataset).

ORCA input file:
```
! RIJCOSX wB97M-V def2-TZVPD def2/J DEFGRID3
* xyz -1 1
N -1.508 0.799 2.817
O -0.530 0.809 2.074
O -2.625 0.713 2.342
O -1.422 0.745 4.039
C 1.240 -5.206 -7.498
O 0.537 -4.492 -6.475
C 1.064 -4.154 -5.408
O 2.202 -4.380 -5.164
O 0.185 -3.548 -4.575
C 0.529 -2.846 -3.345
H 1.924 -5.970 -7.128
H 1.770 -4.499 -8.137
H 0.543 -5.735 -8.147
H 1.599 -2.850 -3.136
H 0.054 -3.329 -2.492
H 0.328 -1.776 -3.303
C 4.010 -0.241 5.154
O 3.181 0.196 6.270
C 3.288 -0.235 7.516
O 2.631 0.223 8.459
O 4.176 -1.243 7.564
C 4.497 -1.912 8.702
H 3.727 -1.231 4.798
H 5.036 -0.363 5.503
H 3.899 0.485 4.349
H 5.525 -2.246 8.559
H 3.763 -2.709 8.819
H 4.511 -1.252 9.568
C -0.535 6.360 -0.223
O 0.632 7.135 -0.214
C 0.851 8.038 -1.115
O 0.133 8.237 -2.095
O 2.054 8.609 -0.806
C 2.491 9.795 -1.327
H -0.583 5.730 0.666
H -0.562 5.789 -1.151
H -1.424 6.983 -0.312
H 2.756 10.458 -0.503
H 1.844 10.360 -1.999
H 3.508 9.721 -1.711
C -4.091 -4.456 -0.122
O -4.561 -4.227 -1.461
C -5.384 -3.210 -1.737
O -5.975 -2.536 -0.870
O -5.650 -3.248 -3.001
C -6.757 -2.504 -3.528
H -4.841 -5.046 0.403
H -3.704 -3.621 0.461
H -3.222 -5.111 -0.191
H -6.906 -2.910 -4.528
H -6.538 -1.443 -3.409
H -7.671 -2.655 -2.953
*
```

Properties
Molecular weight, g/mol: 422.32
E_LUMO, eV: 2.11
Strongest force on any atom, eV Å⁻¹: 6.386


Entry 5:
# C12H24NO8PS2

The molecule C12H24NO8PS2 (the ωB97M-V functional and the def2-TZVPD basis, the OMol25 dataset).

ORCA input file:
```
! RIJCOSX wB97M-V def2-TZVPD def2/J DEFGRID3
* xyz 0 1
O 2.061 3.818 3.104
P 1.840 2.857 1.835
O 0.550 1.766 2.284
O 3.345 2.075 1.441
C 3.293 0.618 1.640
C 2.820 -0.102 0.227
C 3.385 -1.656 0.115
S 2.457 -2.887 1.186
C 0.600 -2.614 0.848
S -0.213 -1.477 1.815
N 0.009 -3.437 -0.275
C -1.502 -3.382 -0.319
C -2.107 -2.123 -1.209
O -1.331 -1.845 -2.439
C 0.107 -1.707 -2.160
C 0.650 -3.156 -1.616
O 1.279 3.813 0.467
C 1.002 2.962 -0.700
O -0.119 3.563 -1.445
C -1.285 2.660 -1.510
O -1.981 2.750 -0.217
C -3.188 1.896 -0.211
C -3.364 1.286 1.301
O -4.634 0.553 1.457
H 0.780 1.258 3.125
H 2.666 0.263 2.562
H 4.409 0.263 1.840
H 1.647 -0.025 0.120
H 3.353 0.506 -0.647
H 4.499 -1.632 0.526
H 3.423 -1.918 -1.025
H -1.851 -4.366 -0.896
H -2.014 -3.473 0.755
H -3.177 -2.491 -1.584
H -2.319 -1.161 -0.558
H 0.732 -1.413 -3.129
H 0.268 -0.854 -1.365
H 1.820 -3.273 -1.615
H 0.242 -3.979 -2.367
H 0.703 1.861 -0.433
H 1.977 2.986 -1.384
H -2.007 3.071 -2.343
H -1.007 1.557 -1.815
H -3.160 1.034 -1.021
H -4.135 2.564 -0.469
H -3.323 2.164 2.088
H -2.465 0.557 1.593
H -4.737 0.273 2.421
*
```

Properties
Molecular weight, g/mol: 405.43
E_LUMO, eV: -1.07
Strongest force on any atom, eV Å⁻¹: 6.589
SMILES: O=[P@](O)(OCCCSC(=S)N1CCOCC1)OCOCOCCO


Entry 6:
# C12H24O4

A cluster of 4 separate species, C12H24O4 in total (the ωB97M-V functional and the def2-TZVPD basis, the OMol25 dataset).

ORCA input file:
```
! RIJCOSX wB97M-V def2-TZVPD def2/J DEFGRID3
* xyz 0 1
C -4.511 -12.374 17.630
C -3.248 -12.394 16.803
O -3.216 -11.969 15.680
C -2.046 -13.086 17.408
H -4.363 -11.914 18.607
H -4.774 -13.411 17.870
H -5.327 -11.972 17.038
H -1.225 -13.116 16.693
H -2.348 -14.066 17.769
H -1.646 -12.486 18.232
C 1.240 -12.297 18.612
C 2.742 -12.293 18.661
O 3.361 -13.269 19.023
C 3.455 -11.008 18.311
H 0.871 -13.323 18.609
H 0.866 -11.824 17.704
H 0.834 -11.833 19.513
H 3.004 -10.525 17.443
H 4.485 -11.202 18.015
H 3.434 -10.388 19.208
C 2.159 -16.341 17.316
C 0.771 -16.967 17.224
O 0.512 -17.961 17.864
C -0.206 -16.385 16.234
H 2.700 -16.516 16.383
H 2.770 -16.674 18.149
H 2.066 -15.252 17.389
H -1.125 -16.200 16.791
H -0.456 -17.083 15.438
H 0.222 -15.485 15.794
C 0.712 -15.593 20.455
C 0.090 -14.432 21.229
O -1.095 -14.236 21.204
C 1.038 -13.607 22.023
H 1.260 -15.279 19.570
H -0.159 -16.137 20.085
H 1.332 -16.220 21.090
H 0.524 -12.801 22.549
H 1.883 -13.274 21.417
H 1.514 -14.185 22.823
*
```

Properties
Molecular weight, g/mol: 232.32
E_LUMO, eV: 0.50
Strongest force on any atom, eV Å⁻¹: 1.458
SMILES: CC(C)=O.CC(C)=O.CC(C)=O.CC(C)=O